ORCA calculation (ωB97M-V/def2-TZVPD) on an isolated molecule of C2H3N3OS at a distorted geometry.

Calculated values
HOMO-LUMO gap (alpha / beta): 8.4940 / 8.4929 eV
DFT total energy: -715.5326 hartree
HOMO level (alpha / beta): -9.86 / -9.86 eV
Structure (SMILES): CN(C#N)[N+]([O-])=S
E_LUMO (alpha / beta): -1.4 / -1.4 eV
Energy relative to the best compared isomer or geometry (same formula, charge and spin): 4.453 eV

Geometry as XYZ:
```
10
C2H3N3OS, DFT ωB97M-V/def2-TZVPD
C -1.28 -0.05 0.06
N 0.03 0.27 -0.26
C 0.60 1.42 0.04
N 1.06 2.48 0.11
N 1.18 -1.05 -0.17
O 0.65 -2.13 -0.15
S 2.61 -0.54 -0.09
H -1.60 0.39 1.09
H -1.98 0.38 -0.75
H -1.27 -1.16 0.12
```